# 1
{
  "formula": "C28H47ClN7O4PS3",
  "method": "ωB97M-V with the def2-TZVPD basis set",
  "total_energy_ha": -3775.027895,
  "charge": 0,
  "multiplicity": 1,
  "homo_ev": -7.885,
  "species": ["C", "P", "O", "C", "C", "C", "C", "S", "C", "S", "N", "C", "C", "N", "C", "C", "Cl", "C", "S", "O", "O", "O", "C", "N", "H", "H", "H", "H", "H", "H", "H", "H", "H", "H", "H", "H", "H", "H", "H", "H", "H", "H", "H", "C", "C", "C", "C", "N", "H", "H", "H", "H", "H", "H", "H", "C", "C", "C", "C", "N", "H", "H", "H", "H", "H", "H", "H", "C", "C", "C", "C", "N", "H", "H", "H", "H", "H", "H", "H", "C", "C", "C", "C", "N", "H", "H", "H", "H", "H", "H", "H"],
  "coordinates": [[4.8499, -2.2901, -1.7434], [4.8863, -0.6241, -0.8098], [4.1215, -0.9029, 0.7694], [3.8895, 0.7466, -1.7726], [3.3663, 1.7886, -0.5980], [3.4023, 3.3682, -1.0234], [2.2677, 3.8292, -2.1128], [0.5786, 4.2047, -1.4004], [-0.2397, 2.7014, -0.6465], [-0.0740, 2.5119, 1.0616], [-1.0599, 1.6525, -1.3628], [-1.0021, 1.0796, -2.7613], [-2.2034, -0.0668, -2.7676], [-2.9577, -0.1295, -1.4324], [-2.2075, 0.9565, -0.6411], [2.5437, 0.1094, -2.4596], [1.6322, -1.1044, -1.3403], [2.7845, -0.6540, -3.8898], [4.1000, 0.1864, -4.9421], [4.5129, -0.6624, -6.1762], [3.4545, 1.5023, -5.5014], [5.4303, 0.4878, -3.8857], [4.9637, 1.4015, -2.8259], [6.2256, 1.7729, -2.0185], [5.1273, -2.2083, -2.8920], [3.8364, -2.8792, -1.6689], [5.6759, -2.9936, -1.2669], [3.5004, -1.6895, 0.7180], [2.3325, 1.4228, -0.1779], [4.1426, 1.6644, 0.2998], [3.2073, 3.9869, -0.0212], [4.4474, 3.7518, -1.4194], [2.2076, 3.0809, -3.0382], [2.6646, 4.8517, -2.5846], [-0.2319, 1.3832, -3.5906], [-2.4950, -0.7868, -3.6464], [-2.5887, 1.1113, 0.4679], [1.7833, 0.9784, -2.6543], [2.9706, -1.8208, -3.7762], [1.7638, -0.5527, -4.4992], [4.6152, 2.3937, -3.3397], [6.3587, 2.8081, -1.9927], [7.0894, 1.3996, -2.5161], [-0.7719, 8.8670, -3.3602], [-2.1010, 8.3362, -3.8830], [-2.4623, 6.9609, -3.3243], [-1.5350, 5.9143, -3.7756], [-0.8021, 5.0861, -4.1284], [0.0635, 8.2336, -3.6743], [-0.5913, 9.8742, -3.7478], [-0.7734, 8.9194, -2.2667], [-2.0705, 8.3047, -4.9788], [-2.8910, 9.0454, -3.6051], [-3.4764, 6.7030, -3.6511], [-2.4815, 6.9957, -2.2284], [-4.7264, -2.1266, 2.4382], [-3.5096, -1.7471, 3.2730], [-3.6454, -0.3850, 3.9514], [-3.6875, 0.7189, 2.9827], [-3.7239, 1.5927, 2.2192], [-4.8696, -1.4353, 1.6019], [-4.5985, -3.1309, 2.0230], [-5.6360, -2.1247, 3.0474], [-2.6161, -1.7673, 2.6375], [-3.3686, -2.5115, 4.0477], [-2.7902, -0.2381, 4.6215], [-4.5455, -0.3670, 4.5776], [-4.7675, -5.6325, 7.8636], [-3.9096, -4.4398, 7.4600], [-4.7221, -3.2791, 6.8881], [-5.3609, -3.6218, 5.6101], [-5.8692, -3.8910, 4.6018], [-5.2729, -6.0731, 6.9986], [-4.1427, -6.4084, 8.3162], [-5.5275, -5.3394, 8.5951], [-3.1544, -4.7678, 6.7356], [-3.3694, -4.0853, 8.3470], [-4.0542, -2.4235, 6.7341], [-5.4819, -2.9619, 7.6124], [0.1224, -6.1031, -0.0867], [0.8674, -5.8212, 1.2122], [1.6601, -4.5155, 1.1810], [2.7671, -4.5580, 0.2158], [3.6406, -4.5879, -0.5483], [0.8145, -6.2416, -0.9232], [-0.4702, -7.0177, 0.0112], [-0.5586, -5.2824, -0.3342], [1.5326, -6.6639, 1.4362], [0.1347, -5.7665, 2.0272], [2.0671, -4.3263, 2.1812], [0.9922, -3.6780, 0.9468]],
  "lowdin_charge": [-0.3400, 0.9598, -0.3906, -0.4712, -0.1784, -0.2295, -0.4720, 0.7667, -0.9084, 0.6037, -0.1680, -0.0471, -0.1009, -0.0065, -0.0965, -0.5772, 0.5761, -0.2281, 0.8342, -0.3477, -0.3680, -0.2496, -0.3797, 0.0142, 0.0602, -0.0177, 0.0607, 0.0137, 0.0805, 0.1188, 0.1264, 0.1032, 0.0865, 0.1101, 0.1063, 0.0889, 0.0541, 0.0730, 0.1161, 0.1381, 0.1497, 0.0724, 0.1054, -0.1131, -0.2714, -0.1923, -0.2371, 0.1310, 0.0720, 0.0726, 0.0763, 0.1138, 0.1093, 0.1197, 0.1216, -0.1277, -0.2694, -0.1900, -0.1941, 0.1532, 0.0736, 0.0754, 0.0459, 0.1115, 0.0851, 0.1178, 0.1193, -0.1108, -0.2692, -0.1924, -0.2108, 0.1715, 0.0750, 0.0744, 0.0777, 0.1131, 0.1111, 0.1105, 0.1247, -0.1090, -0.2682, -0.1909, -0.1978, 0.1573, 0.0745, 0.0745, 0.0783, 0.1145, 0.1101, 0.1218, 0.1157]
}

---

# 2
{
  "formula": "C28H47HgNO44PS9",
  "method": "ωB97M-V with the def2-TZVPD basis set",
  "total_energy_ha": -8538.562445,
  "charge": -1,
  "multiplicity": 1,
  "homo_ev": -7.598,
  "species": ["Hg", "P", "O", "O", "O", "O", "C", "C", "O", "S", "O", "O", "O", "H", "H", "H", "H", "C", "C", "O", "S", "O", "O", "O", "H", "H", "H", "H", "C", "C", "O", "S", "O", "O", "O", "H", "H", "H", "H", "C", "C", "O", "S", "O", "O", "O", "H", "H", "H", "H", "C", "C", "O", "S", "O", "O", "O", "H", "H", "H", "H", "C", "C", "O", "S", "O", "O", "O", "H", "H", "H", "H", "C", "C", "O", "S", "O", "O", "O", "H", "H", "H", "H", "C", "C", "O", "S", "O", "O", "O", "H", "H", "H", "H", "C", "C", "O", "S", "O", "O", "O", "H", "H", "H", "H", "C", "C", "C", "C", "C", "C", "N", "O", "O", "H", "H", "H", "H", "H", "O", "C", "O", "C", "C", "C", "H", "H", "H", "H", "H", "H"],
  "coordinates": [[-0.2640, 1.9026, -2.4732], [0.1077, 0.4247, -0.4819], [-1.2992, 0.6117, -0.9962], [0.4699, 1.9438, -0.3725], [0.9270, 0.1559, -1.7449], [0.3815, -0.4106, 0.8613], [-3.8616, -0.1222, 0.9761], [-2.8184, -1.2361, 1.1062], [-3.4596, -2.2248, 1.8950], [-4.8985, -1.7676, 2.6279], [-4.8375, -1.9110, 4.0877], [-6.0605, -2.2611, 1.9272], [-4.5763, -0.1966, 2.1623], [-4.5141, -0.5157, 0.1967], [-3.5239, 0.8649, 0.6602], [-1.9986, -0.9248, 1.7536], [-2.5617, -1.6675, 0.1386], [1.9725, 5.4773, 1.7428], [0.6994, 5.4928, 0.9004], [0.5953, 6.8455, 0.5049], [2.0658, 7.5099, 0.1935], [2.0382, 8.9777, 0.5425], [2.4536, 7.1208, -1.1707], [2.8875, 6.5211, 1.2726], [2.5040, 4.5256, 1.7411], [1.7899, 5.6191, 2.8080], [-0.2319, 5.1742, 1.3687], [0.7829, 4.7821, 0.0782], [0.5978, -3.8886, 3.2787], [-0.3663, -2.6564, 3.4855], [-1.6304, -3.2198, 3.8426], [-1.7754, -4.8582, 3.3752], [-2.7621, -5.0354, 2.2787], [-1.9285, -5.7028, 4.5683], [-0.2252, -4.9513, 2.7974], [1.0482, -4.2140, 4.2165], [1.3115, -3.6093, 2.5037], [-0.4380, -2.0601, 2.5758], [0.0242, -2.0211, 4.2806], [-1.0121, -4.0927, -1.0719], [0.1394, -3.5243, -0.3259], [1.2008, -4.4159, -0.5410], [0.6538, -5.9295, -1.0096], [0.8955, -6.8519, 0.0881], [1.1488, -6.1746, -2.3348], [-0.9327, -5.4700, -1.0926], [-0.9676, -3.7169, -2.0941], [-1.9715, -3.8050, -0.6418], [-0.1885, -3.5557, 0.7132], [0.4758, -2.5323, -0.6274], [3.7510, 2.7293, -1.2769], [3.7626, 1.3929, -2.1165], [5.1411, 1.0153, -2.1942], [5.9083, 1.4151, -0.8015], [7.3391, 1.6341, -1.0257], [5.5783, 0.3899, 0.2179], [5.0359, 2.7566, -0.6509], [2.9999, 2.6357, -0.4925], [3.7339, 3.6180, -1.9077], [3.1906, 1.4024, -3.0443], [3.1750, 0.6891, -1.5271], [2.4185, 0.0992, 3.4461], [3.2974, 1.0874, 2.6546], [4.0731, 1.8231, 3.5335], [3.8886, 1.2830, 5.0167], [3.7581, 2.4808, 5.8858], [4.8515, 0.2354, 5.2887], [2.3826, 0.7102, 4.7376], [2.8619, -0.8799, 3.6267], [1.4325, 0.0429, 2.9848], [2.7218, 1.7415, 1.9997], [4.1162, 0.6401, 2.0910], [-0.2666, 2.4389, 3.0054], [-1.2379, 1.4009, 2.9746], [-2.2961, 1.8393, 3.8724], [-2.3949, 3.4816, 3.9943], [-2.4745, 3.9326, 5.3796], [-3.3103, 4.1147, 2.9832], [-0.8230, 3.6523, 3.5291], [0.1357, 2.7154, 2.0308], [0.5868, 2.1593, 3.6231], [-0.8266, 0.4374, 3.2757], [-1.6560, 1.2996, 1.9731], [3.9687, -2.3463, -1.2781], [3.2419, -2.0690, 0.1065], [4.3737, -1.9820, 0.9999], [5.5799, -3.1512, 0.6797], [5.1221, -4.5102, 1.0392], [6.9364, -2.7146, 1.1360], [5.2335, -2.9342, -0.9980], [4.1429, -1.4331, -1.8472], [3.3573, -3.0770, -1.8075], [2.6042, -2.8544, 0.5122], [2.7602, -1.0942, 0.1833], [1.3561, -2.2126, -4.1812], [1.5287, -3.7147, -4.4886], [2.1594, -3.7837, -5.7517], [3.4611, -2.7840, -5.6735], [3.9639, -2.4373, -6.9906], [4.3417, -3.2648, -4.5733], [2.3587, -1.6984, -5.1092], [1.7937, -1.9265, -3.2248], [0.4147, -1.7884, -4.5303], [0.5159, -4.1088, -4.5726], [2.0544, -4.2706, -3.7123], [-3.4058, -2.1313, -4.5106], [-3.1726, -1.4704, -3.3165], [-4.1760, -0.7445, -2.6441], [-5.4358, -0.6994, -3.2166], [-5.6794, -1.4221, -4.3754], [-4.6754, -2.0545, -5.0583], [-6.5709, -0.0297, -2.5513], [-7.7354, -0.0155, -3.0534], [-6.4756, 0.5065, -1.4773], [-2.6195, -2.6418, -5.0467], [-2.1709, -1.3092, -2.9462], [-3.9233, -0.1789, -1.7594], [-6.7103, -1.5372, -4.6763], [-4.9589, -2.4562, -6.0198], [-1.2369, 3.9093, -1.9178], [-2.2839, 4.2395, -1.3277], [-2.9099, 5.3742, -1.5195], [-4.1026, 5.4795, -0.7778], [-4.4434, 4.0014, -0.5980], [-3.0838, 3.3640, -0.3614], [-4.8833, 6.0192, -1.3138], [-3.8268, 5.8753, 0.1996], [-4.9317, 3.5723, -1.4729], [-5.0415, 3.7451, 0.2764], [-3.0334, 2.3470, -0.7504], [-2.7041, 3.5733, 0.6386]],
  "lowdin_charge": [1.2873, -0.0496, -0.4482, -0.4951, -0.4458, -0.3850, -0.2115, -0.1745, -0.2375, 0.7623, -0.2357, -0.2344, -0.1946, 0.0965, 0.1075, 0.0856, 0.1161, -0.1429, -0.1872, -0.2054, 0.7754, -0.2749, -0.2716, -0.1977, 0.1217, 0.1300, 0.1238, 0.1102, -0.1417, -0.1670, -0.2128, 0.7799, -0.2615, -0.2543, -0.2221, 0.1332, 0.1200, 0.0784, 0.1284, -0.2257, -0.2043, -0.2061, 0.7386, -0.2208, -0.2346, -0.1556, 0.1197, 0.1354, 0.1084, 0.1123, -0.1252, -0.1722, -0.2042, 0.7311, -0.2319, -0.2608, -0.2134, 0.0992, 0.1326, 0.1259, 0.0740, -0.1626, -0.1857, -0.1837, 0.6989, -0.2642, -0.2235, -0.2130, 0.1286, 0.0866, 0.1200, 0.1112, -0.1997, -0.1719, -0.1783, 0.7618, -0.2383, -0.2933, -0.2023, 0.1094, 0.1252, 0.1252, 0.1077, -0.1555, -0.1351, -0.2744, 0.8335, -0.2755, -0.2557, -0.2137, 0.1104, 0.1042, 0.0939, 0.0992, -0.1157, -0.2107, -0.2032, 0.7564, -0.2243, -0.2519, -0.2593, 0.1001, 0.1265, 0.1274, 0.1041, -0.0606, -0.0593, 0.0128, -0.1308, -0.0149, -0.0686, -0.3126, 0.0313, 0.0807, 0.1050, 0.0883, 0.0874, 0.1208, 0.1121, -0.0288, -0.4191, 0.0703, -0.1154, -0.1400, -0.0639, 0.1389, 0.1378, 0.1236, 0.1267, 0.0957, 0.1160]
}